[1]
Computed, not measured: 11 unconnected molecules or ions with the total composition C11H44N22O11 in a non-equilibrium geometry, with wB97M-V/def2-TZVPD.

Summary:
- LUMO level: -0.2 eV
- ΔE to the lowest compared entry with this formula, charge and spin: 273.7 kcal/mol
- Electronic energy: -2477.890060 a.u.
- Kohn-Sham gap: 9.281 eV
- Total charge: 0

The geometry in XYZ format:
```
88
Properties=species:S:1:pos:R:3:lowdin_charge:R:1
C -2.190 6.946 -15.411 -0.782
O -2.483 8.038 -15.021 0.050
N -1.784 5.930 -14.661 0.154
N -2.091 6.715 -16.712 0.148
H -1.431 5.017 -14.913 0.104
H -2.149 5.921 -13.719 0.109
H -2.052 7.555 -17.271 0.113
H -1.768 5.829 -17.073 0.103
C 5.904 4.563 -15.142 -0.767
O 4.774 4.993 -14.953 0.033
N 6.748 4.783 -16.141 0.151
N 6.390 3.576 -14.483 0.136
H 6.641 5.437 -16.904 0.119
H 7.495 4.106 -16.095 0.094
H 5.747 2.868 -14.159 0.131
H 7.356 3.355 -14.678 0.104
C -5.478 -8.077 -14.626 -0.699
O -6.555 -8.689 -14.803 -0.007
N -4.311 -8.629 -14.936 0.145
N -5.352 -6.865 -14.024 0.140
H -3.416 -8.345 -14.565 0.110
H -4.394 -9.573 -15.286 0.116
H -6.116 -6.250 -13.780 0.105
H -4.562 -6.406 -14.455 0.090
C 0.473 3.731 -22.572 -0.752
O 0.129 3.487 -21.402 -0.001
N 0.194 2.968 -23.617 0.153
N 1.142 4.814 -22.885 0.156
H -0.690 2.503 -23.472 0.121
H 0.471 3.349 -24.511 0.101
H 1.615 5.435 -22.245 0.124
H 1.037 4.992 -23.873 0.099
C -6.814 -0.946 -9.319 -0.824
O -6.371 0.131 -9.457 0.094
N -6.385 -2.030 -9.936 0.143
N -7.888 -1.307 -8.682 0.145
H -7.187 -2.641 -9.992 0.094
H -5.583 -1.948 -10.544 0.121
H -8.322 -2.200 -8.867 0.105
H -8.390 -0.635 -8.120 0.124
C -1.223 -0.501 -13.445 -0.961
O -2.324 -0.773 -13.565 0.111
N -0.521 -1.065 -12.599 0.173
N -0.582 0.307 -14.211 0.181
H -0.995 -1.745 -12.022 0.131
H 0.268 -0.605 -12.168 0.125
H -1.050 0.613 -15.052 0.125
H 0.422 0.209 -14.155 0.115
C -1.087 -3.196 -4.204 -0.866
O -1.511 -3.572 -3.128 0.039
N -1.763 -2.819 -5.186 0.170
N 0.072 -3.544 -4.591 0.160
H -1.346 -2.340 -5.971 0.123
H -2.634 -2.448 -4.831 0.130
H 0.569 -4.160 -3.964 0.129
H 0.359 -3.409 -5.551 0.116
C -3.401 -8.242 -8.838 -0.756
O -2.655 -9.036 -9.411 0.022
N -3.097 -6.957 -8.807 0.124
N -4.660 -8.323 -8.520 0.161
H -3.440 -6.425 -8.020 0.103
H -2.158 -6.827 -9.156 0.114
H -5.261 -9.133 -8.569 0.126
H -4.945 -7.475 -8.052 0.105
C -1.584 -3.395 -18.576 -0.861
O -0.397 -3.447 -18.720 0.037
N -2.207 -4.303 -17.991 0.179
N -2.265 -2.334 -18.980 0.167
H -3.193 -4.157 -17.826 0.117
H -1.698 -4.980 -17.441 0.132
H -1.578 -1.647 -19.258 0.120
H -3.242 -2.272 -18.733 0.108
C -8.587 -1.792 -17.601 -0.899
O -7.643 -1.469 -18.243 0.065
N -8.548 -1.864 -16.327 0.163
N -9.749 -1.756 -18.009 0.178
H -7.692 -1.844 -15.792 0.122
H -9.306 -2.200 -15.751 0.110
H -9.949 -1.328 -18.902 0.138
H -10.539 -1.928 -17.403 0.124
C 6.660 -1.571 -7.622 -0.784
O 5.727 -1.338 -8.396 0.011
N 7.307 -2.701 -7.648 0.148
N 7.170 -0.784 -6.729 0.159
H 6.954 -3.412 -8.273 0.121
H 7.845 -2.944 -6.829 0.108
H 6.686 0.082 -6.538 0.123
H 8.028 -0.967 -6.228 0.114
```

***

[2]
Computed, not measured: 11 unconnected molecules or ions with the total composition C11H44N6O11 in a non-equilibrium geometry, with wB97M-V/def2-TZVPD.

Summary:
- LUMO level: -0.3 eV
- ΔE to the lowest compared entry with this formula, charge and spin: 133.8 kcal/mol
- Electronic energy: -1601.492628 a.u.
- Kohn-Sham gap: 8.225 eV
- Total charge: 0

The geometry in XYZ format:
```
72
Properties=species:S:1:pos:R:3:lowdin_charge:R:1
C -3.077 0.799 -2.232 -0.606
O -3.130 1.749 -1.285 -0.037
N -3.374 -0.447 -1.864 0.139
N -2.659 0.998 -3.452 0.124
H -3.688 -0.683 -0.947 0.088
H -3.485 -1.200 -2.562 0.137
H -2.573 2.037 -3.606 0.181
H -2.980 0.457 -4.315 0.181
C 0.769 0.670 -3.607 -0.605
O 0.748 1.993 -3.266 -0.102
N 1.874 -0.060 -3.643 0.182
N -0.285 -0.084 -3.758 0.069
H 2.750 0.489 -3.466 0.076
H 1.884 -1.066 -3.670 0.109
H -1.279 0.393 -3.683 0.062
H -0.286 -0.987 -4.258 0.138
C -0.152 -2.389 -0.997 -0.602
O 1.211 -2.368 -0.977 -0.065
N -0.901 -2.993 -0.114 0.181
N -0.892 -1.745 -1.840 0.163
H -0.342 -3.418 0.596 0.100
H -1.821 -3.259 -0.280 0.090
H -0.420 -1.035 -2.445 0.047
H -1.850 -1.442 -1.754 0.043
C -0.102 1.313 -0.280 -0.145
O -0.126 0.437 0.771 -0.122
H -0.568 0.792 -1.084 0.053
H 0.900 1.535 -0.571 0.069
H -0.542 2.271 -0.083 0.098
H -1.055 0.417 1.012 0.045
C -2.903 2.218 2.321 -0.171
O -1.854 1.953 3.171 -0.114
H -3.668 1.433 2.258 0.081
H -2.455 2.276 1.393 0.030
H -3.390 3.141 2.717 0.100
H -1.816 0.996 3.292 0.024
C 1.959 2.604 2.227 -0.133
O 1.747 1.231 2.579 -0.134
H 0.969 3.050 2.253 0.076
H 2.426 2.614 1.240 0.068
H 2.567 3.181 2.873 0.057
H 1.069 0.934 1.984 -0.007
C 1.659 -2.149 2.185 -0.153
O 1.458 -3.544 2.152 -0.105
H 0.881 -1.704 1.576 0.044
H 2.697 -1.992 1.844 0.096
H 1.591 -1.689 3.143 0.059
H 0.709 -3.658 2.732 0.059
C -0.636 -0.599 4.722 -0.102
O -1.033 -0.668 3.375 -0.136
H 0.356 -0.979 4.856 0.073
H -1.229 -1.207 5.328 0.067
H -0.681 0.444 4.960 0.091
H -1.130 -1.576 3.106 0.061
C 3.720 -0.709 -0.595 -0.126
O 2.785 0.156 0.119 -0.135
H 4.523 -0.101 -0.901 0.040
H 3.296 -1.164 -1.474 0.049
H 4.172 -1.468 0.069 0.080
H 1.910 -0.232 -0.033 0.024
C 3.950 2.439 -2.363 -0.155
O 4.149 1.404 -3.287 -0.152
H 2.847 2.702 -2.272 0.094
H 4.470 3.336 -2.685 0.078
H 4.284 2.155 -1.370 0.066
H 5.090 1.489 -3.567 0.121
C -3.494 -1.667 1.428 -0.120
O -2.642 -0.720 0.800 -0.156
H -3.585 -2.499 0.787 0.050
H -4.495 -1.359 1.768 0.105
H -3.016 -2.076 2.327 0.077
H -1.807 -1.170 0.618 0.040
```

***

[3]
Computed, not measured: 11 unconnected molecules or ions with the total composition C11H44O11 in a non-equilibrium geometry, with wB97M-V/def2-TZVPD.

Summary:
- LUMO level: 0.0 eV
- ΔE to the lowest compared entry with this formula, charge and spin: 77.6 kcal/mol
- Electronic energy: -1272.887656 a.u.
- Kohn-Sham gap: 9.897 eV
- Total charge: 0

The geometry in XYZ format:
```
66
Properties=species:S:1:pos:R:3:lowdin_charge:R:1
C 1.370 5.974 -3.397 -0.167
O 0.590 4.986 -4.043 -0.134
H 2.354 6.052 -3.859 0.075
H 0.768 6.869 -3.554 0.078
H 1.495 5.827 -2.324 0.079
H 0.521 5.310 -4.944 0.074
C 1.046 0.026 -0.078 -0.154
O -0.242 0.038 0.554 -0.135
H 1.577 0.975 -0.005 0.069
H 1.753 -0.629 0.431 0.075
H 0.815 -0.308 -1.090 0.078
H -0.787 0.676 0.088 0.067
C 0.463 -1.457 -6.556 -0.183
O 1.277 -0.812 -7.471 -0.127
H 1.151 -1.982 -5.894 0.074
H 0.081 -0.622 -5.969 0.075
H -0.296 -2.129 -6.957 0.085
H 1.820 -0.162 -7.018 0.074
C -1.595 -5.378 0.420 -0.131
O -1.001 -5.905 -0.801 -0.152
H -0.989 -4.755 1.079 0.077
H -2.486 -4.860 0.066 0.073
H -1.876 -6.314 0.903 0.072
H -1.599 -6.624 -1.017 0.060
C 7.962 -3.428 2.212 -0.187
O 8.503 -4.443 2.992 -0.122
H 6.993 -3.721 1.809 0.074
H 7.904 -2.469 2.727 0.083
H 8.630 -3.387 1.352 0.074
H 8.399 -5.292 2.558 0.078
C -3.639 5.455 3.218 -0.113
C -3.086 6.820 3.147 -0.339
O -3.322 7.432 1.876 -0.079
H -3.275 4.703 2.519 0.078
H -4.669 5.410 2.865 0.074
H -3.816 5.140 4.246 0.082
H -2.009 6.770 3.307 0.111
H -3.613 7.366 3.930 0.112
H -3.046 8.340 2.016 0.075
C -5.811 -2.031 -3.954 -0.113
C -5.249 -1.075 -2.940 -0.341
O -6.147 -0.013 -3.016 -0.068
H -5.260 -2.971 -3.938 0.066
H -5.490 -1.765 -4.962 0.069
H -6.873 -2.277 -3.971 0.082
H -4.229 -0.754 -3.152 0.118
H -5.329 -1.673 -2.032 0.105
H -5.654 0.765 -2.744 0.083
C 2.876 -3.530 5.903 -0.072
C 4.177 -3.572 6.743 -0.380
O 3.728 -3.144 7.915 -0.071
H 2.110 -4.245 6.203 0.072
H 3.039 -3.829 4.868 0.062
H 2.489 -2.512 5.932 0.073
H 5.005 -2.944 6.415 0.109
H 4.606 -4.568 6.850 0.106
H 4.388 -3.042 8.604 0.101
O -3.437 -2.525 4.083 -0.055
H -2.626 -2.134 3.758 0.027
H -3.288 -2.641 5.022 0.028
O 3.950 2.169 -5.481 -0.052
H 4.699 2.414 -4.937 0.030
H 3.194 2.550 -5.033 0.022
O -3.252 4.328 -1.887 -0.052
H -2.400 4.463 -2.304 0.021
H -3.343 5.065 -1.283 0.027
```

***

[4]
Computed, not measured: 11 unconnected molecules or ions with the total composition C11H45N22O15PS in a non-equilibrium geometry, with wB97M-V/def2-TZVPD.

Summary:
- LUMO level: -0.3 eV
- Electronic energy: -3519.234389 a.u.
- Kohn-Sham gap: 8.904 eV
- Total charge: 0

The geometry in XYZ format:
```
95
Properties=species:S:1:pos:R:3:lowdin_charge:R:1
N -1.589 -0.585 4.245 -0.248
P -2.033 -0.575 2.760 0.652
O -1.523 -2.008 2.047 -0.531
S -1.148 -2.106 0.468 0.919
O -1.474 -0.814 -0.088 -0.444
O 0.463 -2.179 0.598 -0.287
C 1.135 -1.111 1.232 -0.265
O 1.375 -0.091 0.280 -0.081
N 0.797 1.140 0.660 -0.020
O 0.529 1.772 -0.275 0.085
H -0.970 0.186 4.458 -0.042
H -1.525 0.499 2.051 0.000
H -3.409 -0.625 2.649 0.018
H 0.615 -0.717 2.104 0.091
H 2.094 -1.489 1.560 0.099
C -4.294 2.691 1.767 -0.661
O -3.629 1.718 2.121 -0.061
N -5.620 2.609 1.509 0.171
N -3.715 3.915 1.605 0.159
H -6.176 3.393 1.225 0.099
H -6.091 1.729 1.628 0.073
H -2.728 3.984 1.775 0.090
H -4.224 4.731 1.324 0.096
C 3.874 -0.041 -3.399 -0.671
O 4.763 -0.739 -3.875 -0.001
N 3.141 -0.424 -2.323 0.178
N 3.559 1.181 -3.930 0.150
H 2.412 0.136 -1.922 0.071
H 3.344 -1.323 -1.910 0.077
H 4.080 1.486 -4.729 0.098
H 2.834 1.769 -3.566 0.092
C 4.156 4.475 2.894 -0.685
O 4.556 5.271 3.726 0.019
N 5.031 3.776 2.090 0.134
N 2.836 4.210 2.689 0.156
H 4.739 3.112 1.400 0.080
H 6.009 3.950 2.219 0.093
H 2.139 4.685 3.251 0.051
H 2.523 3.553 2.000 0.076
C 8.646 -1.843 -4.314 -0.689
O 9.743 -2.298 -4.581 0.016
N 8.183 -0.660 -4.816 0.154
N 7.763 -2.478 -3.480 0.147
H 7.273 -0.297 -4.590 0.075
H 8.785 -0.152 -5.435 0.099
H 8.056 -3.354 -3.092 0.092
H 6.852 -2.107 -3.266 0.065
C -0.610 4.699 4.611 -0.658
O 0.492 4.979 4.167 0.020
N -1.269 5.517 5.483 0.158
N -1.259 3.550 4.263 0.165
H -2.171 5.305 5.864 0.095
H -0.806 6.364 5.754 0.106
H -0.789 2.936 3.624 0.095
H -2.166 3.289 4.605 0.098
C 2.332 -2.256 4.556 -0.672
O 2.325 -1.222 3.906 0.014
N 3.098 -2.401 5.678 0.157
N 1.579 -3.344 4.210 0.174
H 3.116 -3.235 6.233 0.094
H 3.653 -1.614 5.958 0.105
H 0.983 -3.263 3.406 0.093
H 1.567 -4.196 4.736 0.098
C -4.426 -0.544 -3.109 -0.686
O -5.574 -0.364 -3.499 -0.009
N -4.052 -0.272 -1.819 0.157
N -3.445 -1.027 -3.915 0.163
H -3.123 -0.412 -1.463 0.047
H -4.757 0.094 -1.209 0.083
H -3.668 -1.252 -4.871 0.060
H -2.505 -1.185 -3.605 0.097
C -3.548 -3.450 -6.933 -0.664
O -3.014 -2.491 -6.400 0.015
N -4.861 -3.762 -6.720 0.157
N -2.869 -4.279 -7.781 0.152
H -5.320 -4.543 -7.147 0.093
H -5.381 -3.167 -6.101 0.105
H -1.904 -4.068 -7.952 0.104
H -3.284 -5.071 -8.231 0.093
C 4.779 -3.012 0.324 -0.659
O 3.760 -2.936 -0.344 0.021
N 6.001 -3.237 -0.241 0.162
N 4.773 -2.874 1.685 0.169
H 6.854 -3.300 0.281 0.097
H 6.030 -3.338 -1.238 0.088
H 3.891 -2.701 2.131 0.074
H 5.600 -2.926 2.249 0.097
C -8.796 1.061 0.441 -0.664
O -8.261 1.503 1.450 0.003
N -8.161 0.211 -0.416 0.169
N -10.074 1.399 0.099 0.152
H -8.579 -0.146 -1.254 0.101
H -7.220 -0.055 -0.198 0.093
H -10.564 2.023 0.712 0.103
H -10.535 1.057 -0.722 0.095
```